# 1
The following is a DFT calculation (ωB97M-V with the def2-TZVPD basis set) of 14 unconnected molecules or ions with the total composition C7H36O13 in a non-equilibrium geometry.

Each line ends with the Mulliken charge.
Positions of all 56 atoms, in Å:
C: 2.336 -0.971 1.872  -1.315
C: 1.932 0.372 1.279  0.736
C: 2.708 1.450 1.317  -1.409
C: 0.213 1.192 -0.309  0.303
C: 0.577 0.354 0.690  0.714
C: -1.852 2.134 -1.246  -1.385
C: -1.113 1.061 -0.919  0.489
H: 1.354 -1.343 2.312  0.266
H: 2.715 -1.770 1.180  0.205
H: 3.088 -0.968 2.633  0.477
H: 2.580 2.328 0.796  0.246
H: 3.674 1.328 1.747  0.345
H: 0.926 1.967 -0.700  -0.632
H: -0.061 -0.487 1.067  0.034
H: -2.854 2.134 -1.626  0.256
H: -1.482 3.156 -1.151  0.465
H: -1.544 0.050 -1.085  0.215
H: 1.858 3.906 -0.617  0.379
H: 1.517 3.297 -1.963  0.428
O: 1.222 4.104 -1.442  -0.642
H: -1.876 -2.187 1.410  0.382
H: -0.536 -3.043 1.886  0.259
O: -1.118 -2.240 1.918  -0.623
H: 2.915 1.056 -0.964  0.218
H: 4.007 1.175 -1.996  0.261
O: 3.187 1.648 -1.649  -0.635
H: 0.875 -2.839 -0.054  0.340
H: 1.459 -4.340 0.469  0.246
O: 1.079 -3.514 0.759  -0.601
H: -1.351 -1.863 -3.419  0.414
H: -2.782 -1.447 -2.966  0.279
O: -2.223 -2.235 -3.070  -0.660
H: 0.702 2.882 2.858  0.320
H: 0.240 1.758 3.609  0.302
O: 0.333 2.634 3.716  -0.657
H: -1.294 -0.216 4.180  0.230
H: -1.066 -0.867 2.785  0.274
O: -0.930 -0.005 3.303  -0.531
H: 2.097 0.194 -2.529  0.496
H: 2.214 -1.176 -1.909  0.337
O: 2.153 -0.747 -2.763  -0.790
H: -3.763 -1.995 0.024  0.333
H: -2.717 -2.759 -0.781  0.303
O: -3.032 -2.731 0.137  -0.758
H: 0.284 -3.872 -2.656  0.260
H: -0.948 -3.321 -1.841  0.283
O: -0.008 -3.569 -1.810  -0.535
H: -2.180 3.272 0.932  0.325
H: -1.930 3.211 2.464  0.361
O: -2.711 3.160 1.803  -0.734
H: 0.613 -0.717 -3.605  0.414
H: -0.320 -0.010 -4.628  0.317
O: -0.150 -0.850 -4.162  -0.705
H: -3.464 1.315 1.437  0.284
H: -2.447 0.437 1.965  0.344
O: -3.108 0.510 1.311  -0.527

Summary:
Max |F|: 5.56 eV Å⁻¹
HOMO-LUMO gap: 8.68 eV

# 2
The following is a DFT calculation (ωB97M-V with the def2-TZVPD basis set) of 16 unconnected molecules or ions with the total composition C22H76N14O16 in a non-equilibrium geometry.

Each line ends with the Mulliken charge.
Positions of all 128 atoms, in Å:
C: -1.194 -3.784 2.571  0.646
C: -0.778 -4.710 3.760  -0.693
O: -1.834 -5.050 4.627  -0.567
H: -1.975 -4.282 1.938  0.128
H: -0.290 -3.468 2.080  -0.476
H: -1.679 -2.863 2.957  -0.020
H: -0.102 -4.021 4.362  0.304
H: -0.115 -5.534 3.401  0.362
H: -2.079 -4.236 5.055  0.344
C: -0.166 0.859 -0.159  2.515
C: 0.534 -0.497 -0.388  0.882
O: 0.271 -1.429 0.590  1.401
H: 0.047 1.554 -0.969  -1.249
H: 0.190 1.408 0.775  -0.954
H: -1.262 0.793 -0.090  -0.401
H: 1.555 -0.441 -0.204  -0.713
H: 0.460 -0.870 -1.396  1.038
H: 0.210 -0.951 1.429  -0.844
C: 4.305 -4.313 1.141  -1.367
C: 2.746 -4.056 1.279  -0.150
O: 2.611 -2.762 0.781  -0.001
H: 4.488 -5.359 1.522  0.409
H: 4.839 -3.570 1.751  0.249
H: 4.571 -4.255 0.120  0.363
H: 2.440 -3.953 2.338  0.252
H: 2.103 -4.802 0.784  0.373
H: 1.655 -2.377 0.780  -0.209
C: -3.555 -3.831 -0.673  -1.589
C: -2.119 -3.405 -1.018  -0.068
O: -1.765 -2.036 -1.010  0.514
H: -3.725 -4.881 -0.467  0.446
H: -4.324 -3.339 -1.306  0.296
H: -3.887 -3.398 0.274  0.319
H: -1.784 -3.866 -1.997  0.260
H: -1.538 -3.685 -0.166  0.155
H: -1.041 -1.896 -0.439  -0.730
C: 1.876 -4.786 -2.607  -1.593
C: 1.379 -3.441 -2.042  1.074
O: 2.517 -2.556 -1.692  -0.383
H: 1.092 -5.485 -3.024  0.341
H: 2.586 -5.249 -1.928  0.354
H: 2.348 -4.494 -3.516  0.375
H: 0.575 -3.572 -1.317  -0.391
H: 0.858 -2.897 -2.866  -0.118
H: 2.907 -2.788 -0.819  -0.022
C: -1.574 2.323 2.675  0.639
C: -0.999 2.471 4.032  -1.017
O: 0.428 2.333 3.916  -0.522
H: -2.577 2.715 2.540  0.589
H: -1.460 1.286 2.255  -0.308
H: -0.923 2.996 2.147  -0.405
H: -1.283 1.773 4.843  0.260
H: -1.149 3.519 4.406  0.359
H: 0.718 3.114 3.502  0.287
C: -1.822 4.105 -1.889  0.450
O: -2.679 5.177 -1.540  -0.870
N: -2.265 2.912 -2.236  0.326
N: -0.587 4.202 -2.237  0.029
H: -3.320 2.847 -2.496  0.339
H: -1.759 2.094 -2.559  -0.160
H: -0.108 5.079 -2.178  0.349
H: 0.050 3.441 -2.699  -0.037
C: 1.697 -0.938 3.262  0.045
O: 2.149 -2.093 3.869  -0.753
N: 0.411 -0.614 3.161  -0.369
N: 2.423 0.031 2.766  0.548
H: -0.195 -1.181 3.915  0.290
H: 0.168 0.348 3.268  -0.017
H: 3.382 -0.274 2.821  0.289
H: 2.032 0.872 2.382  -0.499
C: 4.722 -0.444 -1.014  0.528
O: 5.206 -1.694 -1.378  -0.781
N: 5.110 0.702 -1.584  -0.250
N: 3.889 -0.305 -0.084  0.252
H: 5.854 0.613 -2.297  0.289
H: 4.571 1.518 -1.389  0.263
H: 3.615 -1.133 0.480  -0.102
H: 3.485 0.600 0.045  -0.084
C: 2.369 2.921 -2.411  0.211
O: 2.986 2.322 -1.347  -0.764
N: 2.675 4.086 -2.792  -0.250
N: 1.515 2.338 -3.200  -0.117
H: 3.287 4.684 -2.097  0.367
H: 2.189 4.480 -3.574  0.220
H: 1.475 1.324 -3.045  -0.254
H: 1.115 2.731 -4.040  0.353
C: -5.081 3.482 0.207  0.519
O: -6.325 3.291 0.778  -0.797
N: -5.001 4.461 -0.659  -0.306
N: -4.143 2.587 0.181  0.095
H: -5.889 4.918 -0.847  0.188
H: -4.140 4.829 -1.061  0.316
H: -4.220 1.869 0.926  0.120
H: -3.239 2.804 -0.210  0.025
C: -2.439 0.021 -3.699  0.176
O: -1.305 0.550 -3.090  -0.439
N: -2.932 0.451 -4.809  -0.348
N: -3.133 -0.982 -3.212  -0.236
H: -2.465 1.169 -5.322  0.253
H: -3.693 0.066 -5.317  0.144
H: -2.696 -1.534 -2.385  -0.002
H: -3.905 -1.397 -3.766  0.222
C: -3.972 -0.069 1.939  -0.017
O: -3.391 -0.330 3.168  -0.783
N: -5.122 0.540 1.842  -0.196
N: -3.429 -0.538 0.865  0.445
H: -5.649 0.587 2.748  0.297
H: -5.632 0.349 0.931  0.239
H: -2.643 -1.192 0.890  -0.621
H: -3.850 -0.457 -0.095  0.226
C: 1.403 -1.051 -4.410  -0.548
O: 2.180 -0.368 -3.487  -0.651
H: 0.345 -1.247 -3.998  -0.118
H: 1.851 -2.010 -4.694  0.303
H: 1.422 -0.467 -5.310  0.365
H: 2.427 -0.929 -2.815  0.227
C: 0.773 4.658 1.032  -0.269
O: 0.728 4.855 2.485  -0.574
H: 0.528 3.567 0.897  0.065
H: 1.794 4.789 0.495  0.191
H: 0.021 5.293 0.442  0.379
H: 1.327 5.650 2.652  0.335
C: 3.215 3.083 2.251  -0.448
O: 4.026 2.589 3.347  -0.598
H: 2.325 2.451 2.110  0.034
H: 3.719 3.038 1.322  0.316
H: 2.962 4.097 2.322  0.552
H: 4.477 1.814 2.934  0.338

Summary:
Max |F|: 9.67 eV Å⁻¹
HOMO-LUMO gap: 7.81 eV

# 3
The following is a DFT calculation (ωB97M-V with the def2-TZVPD basis set) of a single C3H2F2O2 molecule in a non-equilibrium geometry.

Each line ends with the Mulliken spin population.
Positions of all 9 atoms, in Å:
C: -0.885 -0.029 -0.055  0.775
C: 0.369 -0.488 -0.174  0.665
C: 1.623 0.472 0.075  0.112
O: 2.722 0.201 0.380  0.164
O: -1.953 -0.832 0.017  0.197
F: 0.687 -1.789 -0.150  0.075
F: 1.241 1.755 -0.182  0.004
H: -1.032 1.045 -0.057  0.019
H: -2.772 -0.336 0.146  -0.011

Summary:
Max |F|: 10.44 eV Å⁻¹
Expectation value of S²: 2.008
Multiplicity: 3
HOMO-LUMO gap (alpha / beta): 6.12 / 8.66 eV

# 4
The following is a DFT calculation (ωB97M-V with the def2-TZVPD basis set) of a molecular structure, C23H38Cl2DyN3O4 in a non-equilibrium geometry.

Each line ends with the Mulliken spin population.
Positions of all 71 atoms, in Å:
O: 1.367 -0.343 -4.115  0.000
C: 0.263 0.166 -4.059  0.000
C: -0.122 1.610 -4.117  0.000
C: 0.354 2.621 -3.257  0.001
H: 0.580 2.408 -2.212  0.000
C: 0.510 3.906 -3.787  0.001
H: 1.006 4.689 -3.210  0.000
C: 0.048 4.187 -5.078  0.000
H: 0.248 5.148 -5.538  0.000
C: -0.731 3.255 -5.768  0.000
H: -1.192 3.493 -6.729  0.000
C: -0.913 1.986 -5.218  0.000
H: -1.611 1.254 -5.636  0.000
H: -0.644 -0.454 -3.798  0.000
C: -2.802 -1.134 -1.681  -0.027
C: -2.340 0.128 -1.069  0.078
H: -3.649 -0.983 -2.381  -0.004
H: -3.139 -1.855 -0.919  0.001
H: -1.988 -1.614 -2.252  0.006
C: -2.706 1.367 -1.285  -0.021
C: -4.182 1.720 -1.236  0.005
H: -2.026 2.211 -1.475  0.001
H: -4.531 2.204 -2.154  0.000
H: -4.384 2.381 -0.389  -0.001
H: -4.752 0.798 -1.070  -0.001
Dy: -0.648 -0.015 0.450  4.926
Cl: 0.146 2.389 0.652  0.001
Cl: -2.890 -0.078 1.718  0.003
H: 4.730 1.385 -2.590  0.000
H: 4.790 1.730 -0.143  0.000
C: 3.639 1.454 -2.512  0.000
C: 3.704 1.616 -0.030  0.000
N: 3.216 0.930 -1.225  -0.001
H: 3.170 0.873 -3.312  0.000
C: 2.335 -0.071 -1.196  -0.007
O: 1.494 -0.246 -0.294  0.002
H: 3.475 1.031 0.865  0.000
H: 2.418 -0.788 -2.031  0.000
H: 3.336 2.506 -2.615  0.000
H: 3.245 2.612 0.058  0.000
H: -0.507 -5.630 0.640  0.000
H: 1.376 -5.762 -1.261  0.000
C: -1.033 -5.012 -0.098  0.000
C: 0.755 -5.057 -1.827  0.000
N: -0.072 -4.278 -0.915  0.001
H: -1.696 -4.312 0.414  0.000
C: 0.120 -2.973 -0.728  -0.002
O: -0.485 -2.321 0.156  -0.006
H: 1.396 -4.376 -2.395  0.000
H: 0.831 -2.488 -1.432  0.000
H: -1.608 -5.672 -0.754  0.000
H: 0.112 -5.620 -2.511  0.000
O: 0.460 -0.429 2.412  0.035
C: 0.232 -0.549 3.639  0.009
C: 1.359 -0.792 4.628  -0.001
C: 1.575 0.416 5.538  0.000
C: 0.579 0.503 6.695  0.000
C: -0.888 0.679 6.306  0.000
C: -1.445 -0.490 5.490  0.000
N: -1.017 -0.441 4.096  0.003
H: 1.159 -1.688 5.226  0.000
H: 2.267 -0.970 4.046  0.000
H: 2.587 0.364 5.962  0.000
H: 1.550 1.335 4.932  0.000
H: 0.667 -0.410 7.299  0.000
H: 0.861 1.349 7.332  0.000
H: -1.489 0.756 7.222  0.000
H: -1.036 1.615 5.748  0.000
H: -1.132 -1.448 5.927  0.000
H: -2.542 -0.453 5.481  0.000
H: -1.761 -0.324 3.369  0.002

Summary:
Max |F|: 4.34 eV Å⁻¹
Expectation value of S²: 9.327
Multiplicity: 6
HOMO-LUMO gap (alpha / beta): 5.87 / 5.87 eV

# 5
The following is a DFT calculation (ωB97M-V with the def2-TZVPD basis set) of a single C17H19N3OS molecule in a non-equilibrium geometry.

Each line ends with the Mulliken charge.
Positions of all 41 atoms, in Å:
C: 5.600 0.060 -2.666  -0.870
O: 4.415 0.751 -2.354  -0.422
C: 3.300 0.030 -2.052  0.633
C: 3.237 -1.358 -2.003  -0.453
C: 2.036 -1.979 -1.687  -0.942
C: 0.903 -1.244 -1.419  -0.641
C: 0.954 0.153 -1.461  1.247
C: -0.207 0.963 -1.172  -0.660
N: -1.313 0.447 -0.801  -0.109
N: -2.343 1.252 -0.535  -0.111
C: -3.558 0.892 -0.044  -0.013
S: -4.666 2.108 0.171  -0.425
N: -3.902 -0.382 0.208  -0.102
C: -3.035 -1.517 0.426  -0.546
C: -2.556 -1.601 1.889  -0.976
C: -1.701 -0.411 2.218  0.544
C: -2.267 0.742 2.747  -0.321
C: -1.494 1.871 2.960  -0.591
C: -0.145 1.856 2.651  -0.592
C: 0.431 0.705 2.140  -0.474
C: -0.344 -0.420 1.924  -0.290
C: 2.156 0.776 -1.779  -0.650
H: 5.474 -0.579 -3.546  0.353
H: 5.947 -0.546 -1.822  0.346
H: 6.340 0.829 -2.884  0.246
H: 4.105 -1.964 -2.208  0.405
H: 1.999 -3.058 -1.655  0.395
H: -0.030 -1.729 -1.184  0.380
H: -0.094 2.049 -1.270  0.303
H: -2.232 2.264 -0.648  0.266
H: -4.828 -0.454 0.610  0.253
H: -3.600 -2.417 0.169  0.418
H: -2.175 -1.421 -0.235  0.173
H: -1.987 -2.523 2.009  0.423
H: -3.425 -1.639 2.550  0.399
H: -3.320 0.765 2.989  0.352
H: -1.951 2.764 3.360  0.406
H: 0.457 2.738 2.812  0.405
H: 1.484 0.685 1.899  0.454
H: 0.109 -1.311 1.514  0.372
H: 2.226 1.852 -1.820  0.416

Summary:
Max |F|: 1.10 eV Å⁻¹
HOMO-LUMO gap: 8.01 eV